1.
ORCA calculation (wB97M-V/def2-TZVPD) on a cluster of 2 separate species, C4H12S4Si in total.

Results
* net charge: 0
* Kohn-Sham gap: 6.54 eV
* multiplicity: 1
* E_tot: -55560.292 eV

CARTESIAN COORDINATES (ANGSTROEM)
C 0.680980 2.476538 0.934534
C -2.971609 0.764843 1.229407
C -0.100004 -0.459399 -3.139462
C 2.429379 -2.573004 0.592478
Si -0.006081 -0.514004 0.882937
S 1.560760 0.938623 1.362057
S -1.801584 -0.301339 2.093839
S -0.881847 0.752983 -2.088868
S 0.608264 -2.534257 0.601600
H 0.065250 2.432691 0.106882
H 1.462781 3.142275 0.529520
H 0.380418 3.025846 1.896460
H -2.535423 1.706363 0.924885
H -3.886783 1.046477 1.754741
H -3.468381 0.217582 0.407358
H -0.402154 -0.280392 -4.154537
H -0.505134 -1.459195 -2.977378
H 1.080039 -0.533752 -3.199110
H 2.934981 -2.805311 -0.322737
H 2.684360 -3.285289 1.410648
H 2.671787 -1.758279 1.154745

Forces on the atoms, in the same order (eV/Å):
C 2.4 1.9 2.7
C -1.1 -0.1 -1.3
C 2.1 -1.0 -0.4
C -1.1 -2.3 1.6
Si -0.2 1.6 -1.4
S -0.9 -1.0 -0.5
S 0.4 -0.4 0.1
S 0.6 -0.5 2.0
S -0.6 0.1 -0.2
H -2.1 -0.6 -1.2
H 0.1 -0.3 0.3
H -0.3 -1.1 -1.6
H 0.2 -0.1 -0.4
H 0.5 -0.3 1.2
H 1.0 0.3 -0.2
H -0.2 0.5 -0.6
H 0.2 -0.1 0.4
H -2.3 0.4 0.5
H 0.0 0.3 -0.4
H -0.2 -0.4 -1.1
H 1.4 3.0 0.4


2.
ORCA calculation (wB97M-V/def2-TZVPD) on the molecule C25H36ClFNO7P.

Results
* net charge: 0
* Kohn-Sham gap: 6.77 eV
* multiplicity: 1
* SMILES: CCCCc1c(Cl)c(CCCCCOCC)c2c(c1C[C@@H](C)F)C(=O)C(COO)=C(P(=N)(O)O)C2=O
* E_tot: -66837.980 eV

CARTESIAN COORDINATES (ANGSTROEM)
C 6.021656 0.819569 1.282261
C 4.740874 -0.115307 0.821034
C 5.040703 -1.094340 -0.459798
C 4.337086 -0.617651 -1.870606
C 2.715027 -0.339303 -1.688389
C 2.246802 1.265346 -1.643609
Cl 3.464055 2.691245 -1.787240
C 0.629956 1.651737 -1.464779
C 0.260957 3.248907 -1.482313
C 0.678511 4.069046 -0.123994
C 1.016810 3.126336 1.174106
C -0.285888 2.420553 1.877040
C -1.526284 3.447865 2.217380
O -2.265162 2.886836 3.360517
C -3.137711 1.766971 2.963997
C -3.124078 0.580194 4.142405
C -0.418110 0.403586 -1.290100
C 0.006223 -1.209306 -1.325621
C 1.594935 -1.573731 -1.554028
C 2.139685 -3.115938 -1.656926
C 2.387433 -3.867657 -0.222349
C 2.044616 -2.972166 1.106215
F 1.633816 -5.169838 -0.289189
C -1.199093 -2.351875 -1.127648
O -0.877279 -3.577639 -0.634054
C -2.772891 -1.923647 -1.498331
C -3.963267 -2.992594 -1.864725
O -3.634313 -4.403574 -1.611400
O -4.078141 -4.769701 -0.438241
C -3.185883 -0.462961 -1.467497
P -4.997772 0.104146 -1.827219
N -5.154793 1.698400 -2.058134
O -5.923140 -0.327341 -0.384455
O -5.671844 -0.660194 -3.280897
C -2.043095 0.692696 -1.072628
O -2.489960 1.833177 -0.539798
H 7.022502 0.212752 1.252467
H 6.027077 1.805323 0.652019
H 5.832323 1.126372 2.419201
H 3.820762 0.597982 0.699393
H 4.501548 -0.813505 1.759426
H 6.220945 -1.167386 -0.590573
H 4.698342 -2.191844 -0.146900
H 4.556331 -1.491721 -2.652428
H 4.940921 0.310405 -2.252739
H 0.889921 3.739535 -2.370296
H -0.867712 3.489771 -1.737870
H 1.683349 4.662017 -0.376499
H -0.139472 4.888458 0.071817
H 1.500620 3.842286 1.993315
H 1.861549 2.313788 0.949220
H 0.091600 1.999706 2.928565
H -0.659171 1.454222 1.286539
H -1.055447 4.487652 2.525573
H -2.261535 3.641855 1.328121
H -2.807220 1.216996 1.976869
H -4.242571 2.163921 2.752978
H -3.694787 -0.354127 3.666591
H -3.668291 0.987396 5.094894
H -2.016714 0.242039 4.311889
H 1.343724 -3.721199 -2.285785
H 3.121829 -3.095946 -2.292561
H 3.537806 -4.186778 -0.209834
H 2.994635 -2.338296 1.365645
H 1.043202 -2.368789 1.060252
H 1.912546 -3.748156 2.003915
H -4.378290 -2.905788 -2.958705
H -4.877017 -2.730188 -1.149308
H -3.538697 -4.341863 0.301160
H -5.580697 1.876201 -3.016740
H -5.355811 -0.068575 0.417046
H -6.668539 -0.696348 -3.057660

Forces on the atoms, in the same order (eV/Å):
C -1.0 -0.1 0.7
C 0.5 -0.2 1.2
C 0.1 -0.2 0.7
C 0.2 -0.9 0.3
C -2.2 1.8 0.1
C -3.3 -3.5 0.4
Cl -1.9 -2.6 0.2
C 1.2 -2.9 0.0
C 0.0 0.2 -0.8
C 1.2 0.0 -0.2
C -0.1 0.6 0.7
C 0.3 -0.6 0.4
C 0.8 -0.1 -0.3
O -0.4 -0.7 -1.8
C -0.6 -1.2 0.1
C -0.3 0.6 -1.4
C 1.6 -0.8 -0.5
C 2.1 2.6 -0.6
C -1.0 2.9 0.4
C -0.8 0.7 -0.6
C 0.5 -0.2 -0.4
C 0.0 -1.8 0.6
F 1.5 2.8 0.4
C 2.0 -4.1 1.8
O -2.3 7.9 -3.2
C -0.8 3.8 0.0
C -0.8 0.2 0.7
O 1.5 3.3 -4.3
O -1.3 -0.8 5.4
C 2.8 -4.0 0.3
P -1.7 3.4 -0.5
N 0.0 -2.8 -0.9
O 3.0 0.2 -1.4
O -0.7 0.1 3.9
C -1.6 4.3 1.9
O 2.8 -6.8 -3.2
H -1.9 1.3 -0.2
H 0.4 -2.0 1.1
H 0.5 -0.6 -2.5
H 1.6 -1.5 0.0
H 0.5 1.5 -2.1
H -2.5 0.2 0.0
H 0.6 2.4 -0.9
H -0.8 2.0 1.6
H -1.7 -1.5 0.7
H -1.3 -1.3 1.9
H 2.3 -1.1 0.6
H -2.2 -1.3 0.6
H 1.5 -1.8 -0.1
H -1.1 -1.4 -1.7
H -2.0 1.8 0.2
H -0.9 1.0 -2.2
H 0.8 2.3 1.1
H -1.1 -2.2 -0.3
H 1.5 -0.5 1.5
H -0.3 1.4 1.8
H 2.3 -0.8 0.6
H 1.0 2.0 1.2
H 1.3 -1.0 -1.7
H -2.2 0.8 -0.1
H 1.6 1.2 1.5
H -1.8 0.0 1.3
H -2.6 0.5 0.2
H -2.1 -0.9 -0.7
H 2.2 -1.0 -0.2
H 0.4 1.6 -2.0
H 1.3 0.0 2.0
H 1.9 -0.5 -1.4
H -0.3 -0.7 -1.5
H 0.8 -0.3 1.6
H -1.1 -0.4 -1.6
H 2.0 0.0 -0.6


3.
ORCA calculation (wB97M-V/def2-TZVPD) on the molecule C6H7BrClN.

Results
* net charge: 0
* Kohn-Sham gap (spin up / spin down): 6.75 / 6.74 eV
* multiplicity: 1
* E_tot: -90384.184 eV

CARTESIAN COORDINATES (ANGSTROEM)
C 1.430501 1.822682 -1.034123
C 0.735553 0.641881 -1.355004
C 2.401801 2.124139 -0.063014
C 1.140764 0.722860 1.557249
C 0.621141 -0.492696 -0.404792
C -1.107027 -0.162985 1.412786
N 0.283532 0.007478 0.922997
Cl 0.833012 1.397953 3.043593
Br 2.493183 3.694341 0.883389
H 1.179394 2.696603 -1.616073
H 0.389304 0.467760 -2.361059
H -0.025519 -1.235659 -0.774521
H 1.677442 -0.983389 -0.121464
H -1.771696 -0.000409 0.559768
H -1.246969 -1.110723 1.931818
H -1.191172 0.671995 2.080477

Forces on the atoms, in the same order (eV/Å):
C -1.7 -1.5 -0.1
C 1.6 1.7 0.5
C -0.2 -2.1 0.6
C 1.6 0.5 -2.5
C 4.4 0.2 0.7
C 0.7 0.4 -0.6
N -1.6 0.0 1.9
Cl -0.4 0.2 1.0
Br -0.3 0.6 0.2
H 0.3 0.2 -0.8
H -0.4 0.4 0.0
H -1.0 -0.9 0.0
H -2.0 0.7 -1.4
H 0.0 -0.3 0.2
H -0.1 0.0 -0.2
H -0.8 0.1 0.5


4.
ORCA calculation (wB97M-V/def2-TZVPD) on a structure of composition C27H32CaN5O7.

Results
* net charge: -1
* Kohn-Sham gap: 7.54 eV
* multiplicity: 1
* E_tot: -68746.566 eV

CARTESIAN COORDINATES (ANGSTROEM)
Ca -0.182007 0.118308 -0.226819
C 0.122100 -1.113982 2.846219
C 0.829155 0.081249 3.485882
C 0.320729 1.440181 3.081042
C 0.946945 2.583055 3.577304
C 0.424955 3.819001 3.250113
C -0.722036 3.874652 2.474757
C -1.279522 2.680360 2.043881
N -0.765500 1.496988 2.334794
N 0.652209 -1.531643 1.552002
C 2.098847 -1.664950 1.555073
C 2.768010 -0.425576 1.028616
C 4.022167 -0.019980 1.466692
C 4.629643 1.045787 0.819161
C 3.987896 1.621799 -0.260471
C 2.726722 1.153228 -0.611405
N 2.135892 0.166973 0.029674
C 0.028767 -2.784112 1.176724
C 0.268569 -3.186287 -0.252084
C -0.288282 -4.375918 -0.728143
C -0.026201 -4.764812 -2.027975
C 0.779446 -3.953298 -2.815681
C 1.281418 -2.789448 -2.255641
N 1.042150 -2.424928 -1.007480
H -0.931273 -0.869767 2.695713
H 0.196002 -1.963041 3.556177
H 1.900499 0.042109 3.291550
H 0.698490 0.000673 4.572172
H 1.830311 2.499502 4.195147
H 0.897040 4.725380 3.604879
H -1.155447 4.827026 2.199751
H -2.181782 2.667667 1.449682
H 2.373810 -2.448227 0.841318
H 2.495172 -1.958851 2.543422
H 4.503628 -0.532308 2.290860
H 5.605882 1.387953 1.135134
H 4.434156 2.438910 -0.803274
H 2.188471 1.532071 -1.465211
H -1.048793 -2.702733 1.333809
H 0.382815 -3.607436 1.836004
H -0.924225 -4.964755 -0.082972
H -0.448268 -5.681881 -2.419407
H 1.013767 -4.219541 -3.835132
H 1.886898 -2.111355 -2.838402
O -3.159241 1.942340 -0.592687
C -3.089101 1.673420 -1.968508
C -3.621193 0.266088 -2.287789
N -2.597916 -0.739567 -2.122096
C -2.939789 -1.838143 -1.260818
C -2.716603 -1.474949 0.232888
O -3.230655 -2.208719 1.082671
O -1.966133 -0.495866 0.458254
C -1.836972 -1.034160 -3.312783
C -0.407149 -0.402968 -3.296131
O 0.175926 -0.334467 -4.380401
O 0.053395 -0.072642 -2.179931
H -2.568465 1.284197 -0.180342
H -2.051295 1.744419 -2.318994
H -3.701646 2.433775 -2.471703
H -4.017245 0.250306 -3.319253
H -4.448460 0.071556 -1.595397
H -2.256782 -2.669057 -1.455382
H -3.967008 -2.223539 -1.396027
H -2.352033 -0.691999 -4.223801
H -1.670921 -2.113015 -3.428220
C 0.300060 4.358218 -0.990509
C 0.580293 3.058067 -0.210802
O 1.537706 3.014562 0.570063
O -0.217799 2.123540 -0.443162
H 1.010478 5.136292 -0.729597
H -0.710776 4.678443 -0.759716
H 0.350101 4.155823 -2.057286

Forces on the atoms, in the same order (eV/Å):
Ca 1.6 -1.3 2.0
C -0.1 0.0 0.6
C -0.1 -0.2 -0.1
C 0.2 0.2 0.4
C -0.1 0.1 -0.1
C 0.0 -0.2 0.2
C -0.1 -0.1 0.0
C -0.3 0.7 0.2
N 0.1 -0.4 0.0
N 0.2 -0.2 0.1
C 0.3 -0.1 0.0
C 0.6 -0.2 0.4
C -0.2 0.0 0.0
C 0.0 -0.1 -0.2
C 0.1 -0.1 0.0
C 0.8 0.1 -0.2
N 0.7 -0.1 0.1
C -0.2 -0.3 0.3
C 0.0 -0.6 -0.1
C 0.0 0.1 0.0
C 0.0 0.1 0.1
C 0.1 0.0 0.1
C 0.0 -0.3 -0.6
N -0.2 0.1 0.5
H 0.0 -0.1 0.1
H 0.0 0.1 -0.1
H 0.1 0.0 0.2
H 0.1 0.0 -0.1
H 0.1 0.0 0.0
H 0.0 0.0 0.0
H -0.1 0.0 0.0
H 0.0 0.1 -0.1
H 0.0 0.0 0.2
H -0.1 0.1 -0.1
H 0.0 0.0 0.0
H 0.0 0.1 0.0
H 0.0 0.1 -0.1
H 0.0 0.2 -0.1
H 0.0 0.0 0.1
H -0.1 0.1 -0.1
H -0.1 0.0 0.1
H 0.0 0.0 0.0
H 0.0 0.1 -0.1
H 0.0 0.1 -0.1
O 0.2 -0.2 0.4
C -0.3 -0.1 -0.5
C 0.1 0.5 -0.1
N -0.2 -0.5 -0.3
C 0.0 0.2 0.3
C -1.3 -1.1 -0.3
O 0.0 -0.2 0.0
O -2.1 -0.3 1.2
C 0.5 0.4 0.1
C -0.4 -0.3 -1.3
O 0.1 -0.1 -0.2
O 0.4 -0.1 -2.5
H -0.4 0.2 0.1
H -0.1 0.1 -0.1
H 0.1 -0.1 0.0
H 0.0 0.0 0.1
H 0.0 0.0 -0.1
H -0.1 0.0 0.0
H 0.2 0.1 0.1
H 0.2 0.0 0.2
H -0.1 0.1 0.1
C 0.2 -0.4 0.3
C 0.4 1.6 -0.2
O 0.1 0.3 0.1
O -0.5 1.8 -0.5
H 0.1 0.1 0.1
H -0.2 0.1 0.0
H 0.0 -0.1 -0.1


5.
ORCA calculation (wB97M-V/def2-TZVPD) on a cluster of 8 separate species, C7H28O7 in total.

Results
* net charge: 0
* Kohn-Sham gap: 9.90 eV
* multiplicity: 1
* SMILES: C=CCCCCC.O.O.O.O.O.O.O
* E_tot: -22042.864 eV

CARTESIAN COORDINATES (ANGSTROEM)
C -0.220047 -1.842368 2.558225
C 0.279959 -0.442442 2.681607
C -0.547173 0.471112 1.579076
C -0.417021 1.966982 1.812710
C 0.971261 2.593303 1.712040
C 1.765486 1.973923 0.647371
C 1.363522 1.877851 -0.623884
H 0.560178 -2.469489 2.237099
H -0.511117 -2.407238 3.492428
H -0.815083 -1.914354 1.780120
H 1.298527 -0.133404 2.423672
H 0.020930 -0.023973 3.728176
H -1.591458 0.072560 1.655912
H -0.102431 0.157479 0.588518
H -1.119443 2.448184 1.040435
H -0.812353 2.144326 2.833798
H 0.867315 3.636878 1.598379
H 1.346448 2.462829 2.692214
H 2.779892 1.591145 0.930594
H 0.337074 2.057743 -0.924791
H 1.884742 1.451601 -1.463201
H 0.018988 -2.735500 -2.161631
H 0.378430 -1.509917 -2.918195
O 0.175513 -1.737430 -2.046230
H -3.314743 -1.841082 -1.993541
H -1.695317 -1.707031 -1.839831
O -2.498470 -1.575451 -2.436812
H -2.211038 1.260559 -0.310849
H -3.269590 1.343993 -1.354607
O -2.803360 1.850795 -0.704323
H -0.186806 1.125118 -3.336299
H 1.237777 1.838579 -3.221110
O 0.564855 1.518775 -3.819642
H 2.641161 -0.972764 0.389892
H 3.530843 -1.962334 0.998843
O 3.176084 -1.065630 1.269335
H -3.889532 -0.452447 0.362015
H -2.686114 -1.537991 0.776666
O -3.473960 -1.310982 0.234340
H 1.734271 -2.311364 -0.624631
H 2.743881 -1.635248 -1.550826
O 2.565418 -2.375954 -1.000685

Forces on the atoms, in the same order (eV/Å):
C 3.4 -1.0 4.1
C -2.0 3.8 0.3
C 1.2 -2.1 1.1
C -2.4 0.4 -1.0
C -1.4 -1.4 0.4
C 2.2 -0.4 -1.2
C -0.7 -0.4 0.4
H 1.6 -0.9 -0.5
H -0.4 1.2 -1.0
H -3.8 -0.5 -3.3
H 0.1 -1.1 0.5
H 0.5 -0.4 -1.6
H 0.6 0.9 -0.2
H -0.7 0.3 0.8
H 0.9 -0.3 1.3
H 0.0 0.3 -0.6
H -0.1 1.3 -0.4
H 1.3 -0.3 0.8
H -0.9 0.5 -0.4
H -0.1 0.6 0.3
H 0.9 -0.3 0.3
H 0.4 2.0 0.4
H 0.5 1.0 -2.3
O -0.9 -3.1 1.8
H 0.6 0.1 0.4
H -2.0 0.4 -1.0
O 1.2 -0.2 0.3
H 1.5 -1.5 0.9
H -0.3 -0.5 -0.7
O -1.1 1.8 -0.4
H 0.8 0.5 0.0
H -0.2 0.0 0.4
O -0.7 -0.6 -0.5
H 1.3 0.4 2.6
H -0.2 1.3 0.9
O -0.8 -1.4 -2.9
H 0.7 0.0 0.7
H -1.2 1.1 -0.3
O 0.2 -1.1 -0.2
H -2.7 0.5 0.6
H -0.2 0.9 -0.8
O 3.1 -1.8 -0.3